No. 1
The following is a quantum chemistry calculation of C47H33MoN5O2P2S6Se2 as an isolated structure in a non-equilibrium geometry, from the Open Molecules 2025 dataset.

Last column: Löwdin spin population.
Cartesian coordinates (Å):
Mo: 0.796 1.177 -1.470  0.00
S: 0.382 2.759 3.396  0.39
C: 1.029 2.164 1.971  0.01
S: 2.155 0.950 2.218  0.53
S: 0.634 2.847 0.445  0.06
Se: -3.970 -2.343 2.253  0.00
P: -1.874 -2.552 2.424  0.00
C: -1.359 -4.212 1.871  0.00
C: -0.896 -5.255 2.660  0.00
C: -0.648 -6.494 2.087  0.00
C: -0.861 -6.699 0.735  0.00
C: -1.333 -5.661 -0.055  0.00
C: -1.589 -4.428 0.512  0.00
C: -1.299 -1.965 4.053  0.00
C: -1.331 -0.577 4.187  0.00
C: -1.021 0.021 5.394  0.00
C: -0.676 -0.764 6.483  0.00
C: -0.677 -2.144 6.365  0.00
C: -1.001 -2.750 5.160  0.00
C: -0.991 -1.503 1.263  0.00
C: -1.382 -0.473 0.399  0.00
N: -0.234 -0.052 -0.170  0.00
N: 0.764 -0.767 0.296  0.02
N: 0.342 -1.636 1.159  0.00
P: -2.898 0.225 -0.262  0.00
Se: -2.200 1.633 -1.750  0.03
C: -3.722 -1.175 -1.088  0.00
C: -2.880 -1.923 -1.910  0.00
C: -3.371 -3.014 -2.602  0.00
C: -4.712 -3.352 -2.496  0.00
C: -5.555 -2.590 -1.704  0.00
C: -5.068 -1.500 -1.003  0.00
C: -3.725 1.092 1.109  0.00
C: -5.062 1.014 1.477  0.00
C: -5.515 1.751 2.558  0.00
C: -4.650 2.563 3.272  0.00
C: -3.323 2.670 2.885  0.00
C: -2.866 1.946 1.801  0.00
H: -0.726 -5.117 3.716  0.00
H: -0.286 -7.304 2.705  0.00
H: -0.666 -7.668 0.298  0.00
H: -1.505 -5.816 -1.111  0.00
H: -1.990 -3.628 -0.099  0.00
H: -1.623 0.041 3.347  0.00
H: -1.043 1.096 5.480  0.00
H: -0.422 -0.299 7.425  0.00
H: -0.430 -2.759 7.219  0.00
H: -1.035 -3.827 5.106  0.00
H: -1.841 -1.634 -2.026  0.00
H: -2.708 -3.595 -3.229  0.00
H: -5.102 -4.199 -3.039  0.00
H: -6.604 -2.840 -1.633  0.00
H: -5.740 -0.919 -0.395  0.00
H: -5.755 0.384 0.945  0.00
H: -6.558 1.690 2.832  0.00
H: -5.011 3.119 4.124  0.00
H: -2.639 3.316 3.416  0.01
H: -1.839 2.060 1.470  0.00
O: 0.206 -0.785 -3.591  0.42
N: 0.434 0.014 -2.752  0.36
N: -0.973 6.567 -6.411  0.00
C: -0.609 5.806 -5.634  0.00
C: -0.193 4.842 -4.681  0.00
C: 0.387 3.648 -5.107  0.00
C: 0.718 2.676 -4.182  0.00
C: 0.487 2.839 -2.814  0.00
C: -0.064 4.061 -2.418  0.00
C: -0.402 5.051 -3.321  0.00
H: 0.547 3.479 -6.162  0.00
H: 1.161 1.756 -4.547  0.00
H: -0.268 4.255 -1.371  0.00
H: -0.840 5.978 -2.982  0.00
O: 2.522 1.311 -1.554  0.12
C: 3.902 1.229 -1.330  0.01
C: 4.229 -0.165 -0.826  0.00
C: 5.260 -0.648 -0.081  0.00
C: 5.274 -2.064 -0.032  0.00
C: 4.286 -2.634 -0.765  0.00
S: 3.299 -1.453 -1.522  0.00
C: 4.260 2.399 -0.440  0.01
C: 4.746 2.493 0.826  0.01
C: 4.818 3.833 1.277  0.00
C: 4.386 4.726 0.353  0.00
S: 3.866 3.966 -1.091  0.00
C: 4.636 1.360 -2.655  0.00
C: 4.226 0.900 -3.868  0.00
C: 5.181 1.136 -4.884  0.00
C: 6.299 1.750 -4.421  0.00
S: 6.213 2.057 -2.733  0.00
H: 5.997 -0.033 0.409  0.00
H: 5.994 -2.628 0.535  0.00
H: 4.074 -3.676 -0.922  0.00
H: 5.033 1.653 1.432  0.00
H: 5.164 4.115 2.255  0.00
H: 4.358 5.795 0.433  0.00
H: 3.284 0.396 -4.019  0.00
H: 5.027 0.871 -5.915  0.00
H: 7.181 2.039 -4.961  0.00

Forces on atoms 1 to 2 (eV/Å):
-2.97 2.37 1.37
0.31 -0.22 -0.09

Computed properties:
E_LUMO (spin up / spin down), Eh: -0.035 / -0.102
Orbital gap (spin up / spin down), Eh: 0.2576 / 0.1902
Multiplicity: 3
E_HOMO (spin up / spin down), eV: -7.961 / -7.960
ΔE to the lowest compared entry with this formula, charge and spin, kJ/mol: 158.3

***

No. 2
The following is a quantum chemistry calculation of a 2-piece molecular cluster, C8H16N6 overall in a non-equilibrium geometry, from the Open Molecules 2025 dataset.

Last column: natural (NBO) charge in e.
Cartesian coordinates (Å):
C: -2.477 -2.194 -1.235  0.08
C: -1.124 -2.538 0.391  0.36
C: -1.270 -1.249 -1.301  0.51
C: -1.535 0.441 -2.951  0.69
C: -1.367 3.644 -3.630  -0.63
C: 2.507 0.689 3.784  -0.66
C: -1.988 2.466 -4.357  -0.27
C: 1.350 -0.188 3.510  -0.26
N: -2.356 -2.929 -0.195  -0.37
N: -1.695 1.282 -3.721  -0.19
N: -0.422 -1.636 -0.260  -0.50
N: -1.074 -0.291 -2.100  -0.43
N: 1.414 -1.183 2.391  -0.44
N: 2.493 -2.218 2.525  -0.56
H: -3.425 -2.177 -1.825  0.26
H: -0.689 -3.257 1.114  0.23
H: -0.251 3.703 -3.552  0.24
H: -1.447 4.426 -4.335  0.26
H: -1.778 3.765 -2.594  0.23
H: 2.099 1.508 4.434  0.27
H: 3.239 0.086 4.322  0.21
H: 3.127 1.132 2.912  0.24
H: -1.478 2.465 -5.381  0.27
H: -3.100 2.572 -4.524  0.27
H: 0.532 0.546 3.233  0.25
H: 1.004 -0.786 4.364  0.22
H: 1.542 -0.786 1.440  0.39
H: 3.475 -1.821 2.486  0.44
H: 2.377 -2.775 1.627  0.46
H: 2.315 -2.697 3.426  0.46

Forces on atoms 1 to 2 (eV/Å):
-1.24 -0.11 0.58
1.91 -0.85 -1.79

Computed properties:
E_LUMO, Eh: -0.344
Orbital gap, Eh: 0.2828
Net charge: +2
E_HOMO, eV: -17.051
ΔE to the lowest compared entry with this formula, charge and spin, kJ/mol: 389.6

***

No. 3
The following is a quantum chemistry calculation of an isolated ion of composition C5H12NO and charge -1 in a non-equilibrium geometry, from the Open Molecules 2025 dataset.

Last column: natural (NBO) charge in e.
Cartesian coordinates (Å):
N: 2.870 0.328 0.706  -0.88
C: 1.891 0.649 -0.422  -0.22
C: 1.129 -0.667 -0.763  -0.41
C: 0.093 -1.074 0.322  -0.41
C: -0.981 -0.040 0.614  -0.43
C: -2.208 -0.054 -0.317  0.00
O: -3.146 0.909 -0.246  -0.94
H: 3.333 1.138 1.253  0.36
H: 2.254 -0.258 1.368  0.36
H: 1.225 1.512 -0.235  0.18
H: 2.406 0.989 -1.274  0.17
H: 1.887 -1.518 -0.841  0.19
H: 0.565 -0.496 -1.784  0.22
H: -0.427 -1.985 -0.140  0.20
H: 0.643 -1.343 1.165  0.17
H: -1.350 -0.302 1.691  0.17
H: -0.589 1.053 0.634  0.18
H: -1.749 -0.228 -1.390  0.03
H: -2.664 -1.020 -0.024  0.07

Forces on atoms 1 to 2 (eV/Å):
-1.21 0.05 1.22
0.01 -0.50 1.42

Computed properties:
E_LUMO, Eh: 0.140
Orbital gap, Eh: 0.2203
SMILES: NCCCCC[O-]
Net charge: -1
E_HOMO, eV: -2.192
ΔE to the lowest compared entry with this formula, charge and spin, kJ/mol: 139.3

***

No. 4
The following is a quantum chemistry calculation of a 3-piece molecular cluster, C4H16N2O2 overall in a non-equilibrium geometry, from the Open Molecules 2025 dataset.

Last column: natural (NBO) charge in e.
Cartesian coordinates (Å):
C: -1.234 0.114 -1.564  -0.23
C: 0.000 0.875 -1.831  -0.53
C: 0.552 1.342 -0.531  -0.13
C: 1.831 1.757 -0.541  -0.07
N: 2.442 2.228 0.733  -0.69
N: -1.106 -1.408 -1.569  -0.71
H: -1.979 0.385 -0.625  0.27
H: -1.812 0.160 -2.522  0.24
H: 0.809 0.515 -2.487  0.28
H: -0.299 1.620 -2.719  0.30
H: -0.113 1.220 0.255  0.23
H: 2.514 1.890 -1.435  0.26
H: 2.600 3.279 0.539  0.47
H: 1.895 2.067 1.598  0.46
H: 3.314 1.824 0.945  0.45
H: -1.788 -1.876 -2.171  0.44
H: -0.219 -1.870 -1.826  0.45
H: -1.406 -1.786 -0.655  0.48
H: -0.923 -1.837 3.957  0.50
H: -2.313 -1.989 3.372  0.51
O: -1.452 -1.494 3.264  -0.93
H: -0.966 -1.948 1.869  0.52
H: -0.045 -3.013 0.979  0.50
O: -0.489 -2.120 0.934  -1.06

Forces on atoms 1 to 2 (eV/Å):
-3.64 -1.83 -1.57
0.11 2.17 -1.96

Computed properties:
E_LUMO, Eh: -0.236
Orbital gap, Eh: 0.4125
Net charge: +2
E_HOMO, eV: -17.648
ΔE to the lowest compared entry with this formula, charge and spin, kJ/mol: 236.9

***

No. 5
The following is a quantum chemistry calculation of C26H55AlBr4ClF10KLi2N11O3PS3 as an isolated structure in a non-equilibrium geometry, from the Open Molecules 2025 dataset.

Last column: Mulliken charge in e.
Cartesian coordinates (Å):
C: 0.252 -5.923 -6.676  -0.92
C: -1.305 -5.900 -6.142  -0.33
S: -1.600 -4.366 -5.102  -0.14
C: -0.265 -4.398 -3.769  -0.14
C: -0.674 -3.270 -2.655  -0.23
C: -0.898 -3.714 -1.079  -1.13
N: 0.259 -4.282 -0.288  -0.05
N: -0.984 -2.291 -0.489  1.14
C: -2.518 -2.218 -0.341  -0.52
C: -3.025 -2.882 1.092  -0.59
N: -2.908 -1.952 2.278  -0.59
C: -0.417 -1.173 -1.390  -0.55
N: -0.386 0.192 -1.091  0.24
C: 0.166 1.207 -2.108  -0.99
C: 1.510 1.991 -1.594  0.19
C: 1.370 3.654 -1.648  -0.76
C: 1.746 4.370 -0.201  -0.26
N: 0.533 4.993 0.493  -0.37
C: 0.664 4.959 2.001  0.18
N: -0.456 4.786 2.824  -0.59
N: 1.998 5.074 2.763  -0.49
C: -0.878 0.789 0.222  -0.67
C: -0.002 0.122 1.453  -0.15
C: 0.247 1.275 2.603  0.20
S: 0.438 0.340 4.241  -0.12
C: 2.238 -0.217 4.386  -0.20
S: 2.687 -1.814 4.860  -0.19
N: 3.353 0.785 4.107  0.39
C: 4.480 0.701 3.078  -0.22
C: 5.377 2.070 3.289  -0.34
N: 4.754 2.876 4.421  -0.48
C: 3.508 2.099 4.898  -0.21
N: 0.007 -1.921 -2.632  0.64
C: 1.441 -1.824 -3.085  -0.82
C: 2.472 -2.906 -2.413  0.75
O: 3.559 -3.118 -3.427  -0.59
C: 3.274 -2.313 -1.070  -0.62
N: 3.286 -3.339 0.082  -0.21
H: 0.399 -6.917 -7.301  0.32
H: 1.043 -5.945 -5.813  0.28
H: 0.504 -5.039 -7.425  0.25
H: -1.507 -6.827 -5.456  0.28
H: -2.009 -5.938 -7.078  0.32
H: -0.258 -5.451 -3.217  0.41
H: 0.797 -4.276 -4.244  0.02
H: -1.789 -2.997 -2.984  0.23
H: -1.763 -4.467 -0.824  0.23
H: 0.223 -3.953 0.712  0.15
H: 0.271 -5.323 -0.360  0.17
H: -2.927 -1.119 -0.353  0.24
H: -3.075 -2.777 -1.237  0.39
H: -2.417 -3.886 1.307  0.26
H: -4.163 -3.234 1.030  0.26
H: -2.082 -2.254 2.875  0.32
H: -2.742 -0.970 1.924  0.31
H: -0.692 2.030 -2.203  0.38
H: 0.252 0.711 -3.165  0.35
H: 1.657 1.738 -0.448  -0.17
H: 2.492 1.730 -2.204  0.40
H: 0.258 3.999 -1.908  0.29
H: 2.046 4.069 -2.511  0.37
H: 2.453 5.291 -0.473  0.26
H: 2.378 3.670 0.509  0.16
H: -0.355 4.539 0.168  0.32
H: -1.320 4.696 2.243  0.23
H: 2.610 5.670 2.160  0.36
H: 2.400 4.100 2.770  0.17
H: -2.038 0.737 0.372  0.30
H: -0.601 1.950 0.230  -0.02
H: -0.548 -0.839 1.842  0.23
H: 1.071 -0.149 1.014  -0.14
H: 1.257 1.826 2.295  -0.12
H: -0.604 2.076 2.670  0.23
H: 4.614 -0.190 2.325  0.38
H: 6.366 2.368 2.697  0.32
H: 2.747 2.376 5.757  0.30
H: 1.436 -2.057 -4.256  0.13
H: 1.933 -0.765 -2.977  -0.26
H: 2.020 -3.975 -2.226  0.44
H: 3.423 -4.032 -3.864  0.38
H: 2.888 -1.258 -0.738  -0.16
H: 4.423 -2.172 -1.350  0.31
H: 2.457 -3.199 0.701  0.03
H: 3.351 -4.309 -0.298  0.22
C: -3.635 4.262 5.419  -0.33
O: -2.916 3.732 4.321  -0.45
H: -4.472 3.598 5.649  0.28
H: -2.977 4.329 6.289  0.29
H: -4.018 5.252 5.162  -0.03
H: -2.180 4.342 4.140  0.35
Br: 1.920 -0.474 -4.959  -0.58
F: 4.903 -5.392 0.683  -0.27
P: 4.660 -6.362 1.878  0.97
F: 4.160 -6.370 3.354  -0.35
F: 5.588 -7.559 2.245  -0.45
F: 3.154 -5.967 1.819  -0.27
F: 5.806 -5.408 2.331  -0.35
F: 4.350 -7.478 0.835  -0.33
K: 7.470 -7.161 1.053  1.02
C: -4.971 8.438 5.177  -0.40
Br: -5.468 7.317 6.686  -0.02
Br: -3.282 7.882 4.387  0.04
Br: -6.391 8.540 3.852  -0.13
H: -4.823 9.451 5.566  0.43
Li: 4.811 -0.586 6.192  0.88
C: -8.582 11.565 2.082  -0.41
O: -7.223 11.472 1.698  -0.44
H: -8.970 12.541 1.784  0.24
H: -9.157 10.779 1.585  0.24
H: -8.663 11.459 3.167  0.14
H: -6.906 10.596 1.975  0.25
Cl: 2.013 -7.441 0.689  -0.59
F: -2.335 -4.048 -9.549  -0.49
Al: -1.140 -5.102 -10.388  0.97
F: -1.512 -5.148 -12.149  -0.48
F: -1.232 -6.769 -9.711  -0.49
F: 0.518 -4.445 -10.141  -0.49
Li: -8.682 8.435 4.306  0.83

Forces on atoms 1 to 2 (eV/Å):
0.04 -0.65 -0.87
1.58 -0.95 -0.24

Computed properties:
E_LUMO, Eh: -0.140
Orbital gap, Eh: 0.0334
E_HOMO, eV: -4.721